No. 1
C38H49N5O2PPd as an isolated structure. Source: OMol25; level of theory: wB97M-V/def2-TZVPD.

Results
* ΔE to the lowest compared entry with this formula, charge and spin: 0.0 kcal/mol
* ⟨S²⟩: 2.006
* E_tot: -64512.78322 eV
* spin multiplicity: 3
* net charge: +1
* highest occupied orbital energy (alpha / beta): -10.12 / -11.20 eV
* max |F|: 0.0125 Eh/bohr
* gap between HOMO and LUMO (alpha / beta): 7.299 / 7.551 eV

CARTESIAN COORDINATES (ANGSTROEM)
Pd (1.4633, 0.0734, -0.1446)
C (2.3249, -3.9185, -2.1088)
C (3.7073, -3.9537, -2.1411)
C (4.4150, -2.8998, -1.5912)
C (3.7246, -1.8408, -1.0170)
N (2.3863, -1.8073, -0.9909)
C (1.7122, -2.8247, -1.5268)
C (4.4333, -0.6717, -0.4424)
C (5.7598, -0.7559, -0.0474)
C (6.3854, 0.3797, 0.4311)
C (5.6775, 1.5642, 0.4593)
C (4.3480, 1.5715, 0.0531)
N (3.7260, 0.4601, -0.3527)
C (3.6307, 2.8715, -0.0376)
C (3.7073, 3.8033, 0.9850)
C (3.1328, 5.0502, 0.7755)
C (2.5109, 5.3012, -0.4323)
C (2.4559, 4.2838, -1.3790)
N (3.0092, 3.0916, -1.1985)
H (1.7251, -4.7133, -2.5285)
H (4.2305, -4.7836, -2.5964)
H (5.4935, -2.8902, -1.6327)
H (0.6379, -2.7543, -1.4878)
H (6.2926, -1.6935, -0.0946)
H (7.4166, 0.3430, 0.7557)
H (6.1396, 2.4890, 0.7744)
H (4.2098, 3.5606, 1.9124)
H (3.1822, 5.8129, 1.5427)
H (2.0664, 6.2633, -0.6468)
H (1.9463, 4.4397, -2.3219)
C (-0.7074, 5.1923, 1.4569)
N (-0.0034, 3.9353, 1.6793)
C (0.4194, 3.5598, 2.9135)
C (1.0360, 2.3806, 3.1432)
C (1.2389, 1.5382, 2.0051)
O (1.7495, 0.3778, 2.0469)
N (0.8586, 1.9515, 0.7845)
C (0.1819, 3.1099, 0.5593)
O (-0.2877, 3.4360, -0.5183)
H (-0.7481, 5.7420, 2.3939)
H (-1.7161, 5.0012, 1.0955)
H (-0.1858, 5.7800, 0.7049)
H (0.2103, 4.2628, 3.7092)
H (1.3459, 2.0717, 4.1282)
C (-1.6760, -0.6177, -4.2687)
C (-0.3572, -0.4015, -3.5357)
C (-0.4663, 0.7606, -2.5579)
C (-1.5955, 0.5940, -1.5257)
C (-2.9105, 0.2764, -2.2580)
C (-2.8026, -0.8620, -3.2715)
P (-1.0462, -0.4296, -0.0730)
C (-1.8643, 0.4189, 1.3704)
C (-3.3395, 0.8686, 1.2674)
C (-4.3790, -0.0486, 1.9072)
C (-3.9663, -0.4791, 3.3106)
C (-2.5904, -1.1351, 3.2951)
C (-1.5377, -0.1711, 2.7559)
C (-1.5477, -2.1990, -0.2167)
C (-0.7689, -3.0555, 0.8087)
C (-1.4190, -4.4343, 0.9993)
C (-2.0371, -4.9151, -0.3088)
C (-3.2053, -3.9999, -0.7174)
C (-3.0310, -2.5779, -0.1638)
H (-1.5952, -1.4549, -4.9645)
H (-1.9036, 0.2700, -4.8680)
H (0.4533, -0.2166, -4.2436)
H (-0.0951, -1.3188, -2.9974)
H (-0.6517, 1.6849, -3.1133)
H (0.4914, 0.9346, -2.0449)
H (-1.6982, 1.5702, -1.0398)
H (-3.1859, 1.1863, -2.8033)
H (-3.7271, 0.0876, -1.5614)
H (-3.7560, -0.9696, -3.7928)
H (-2.6247, -1.8126, -2.7611)
H (-1.3022, 1.3507, 1.3091)
H (-3.6085, 1.0782, 0.2329)
H (-3.3956, 1.8349, 1.7815)
H (-4.5542, -0.9281, 1.2864)
H (-5.3303, 0.4866, 1.9458)
H (-4.7104, -1.1553, 3.7348)
H (-3.9339, 0.4007, 3.9632)
H (-2.6311, -2.0455, 2.6910)
H (-2.3049, -1.4504, 4.3008)
H (-0.5421, -0.6199, 2.7562)
H (-1.4786, 0.6712, 3.4545)
H (-1.2065, -2.4654, -1.2241)
H (-0.7048, -2.5424, 1.7674)
H (0.2647, -3.1791, 0.4772)
H (-2.1980, -4.3814, 1.7654)
H (-0.6757, -5.1411, 1.3701)
H (-2.3763, -5.9475, -0.2246)
H (-1.2656, -4.9126, -1.0870)
H (-4.1497, -4.4094, -0.3542)
H (-3.2837, -3.9626, -1.8071)
H (-3.3614, -2.5458, 0.8728)
H (-3.6610, -1.8801, -0.7114)

---

No. 2
C38H49N5O2PPd as an isolated structure. Source: OMol25; level of theory: wB97M-V/def2-TZVPD.

Results
* ΔE to the lowest compared entry with this formula, charge and spin: 7.2 kcal/mol
* ⟨S²⟩: 2.007
* E_tot: -64512.47152 eV
* spin multiplicity: 3
* net charge: +1
* highest occupied orbital energy (alpha / beta): -10.37 / -11.21 eV
* max |F|: 0.0130 Eh/bohr
* gap between HOMO and LUMO (alpha / beta): 7.516 / 7.522 eV

CARTESIAN COORDINATES (ANGSTROEM)
Pd (0.4308, -0.2339, 1.5330)
C (0.8457, -4.6872, 0.9833)
C (1.2786, -5.1537, 2.2123)
C (1.3944, -4.2585, 3.2607)
C (1.0805, -2.9203, 3.0594)
N (0.6903, -2.4675, 1.8595)
C (0.5707, -3.3390, 0.8598)
C (1.1432, -1.9170, 4.1567)
C (1.2342, -2.2931, 5.4906)
C (1.2369, -1.3089, 6.4645)
C (1.2081, 0.0166, 6.0735)
C (1.1676, 0.3121, 4.7162)
N (1.0828, -0.6369, 3.7882)
C (1.3903, 1.7111, 4.2618)
C (0.6192, 2.7672, 4.7274)
C (0.9836, 4.0520, 4.3578)
C (2.1065, 4.2258, 3.5633)
C (2.8045, 3.1021, 3.1417)
N (2.4528, 1.8640, 3.4722)
H (0.7268, -5.3431, 0.1327)
H (1.5228, -6.1973, 2.3569)
H (1.7397, -4.6031, 4.2225)
H (0.2442, -2.9283, -0.0782)
H (1.2778, -3.3318, 5.7765)
H (1.2901, -1.5749, 7.5115)
H (1.2667, 0.8185, 6.7956)
H (-0.2450, 2.5845, 5.3525)
H (0.4061, 4.9032, 4.6941)
H (2.4417, 5.2127, 3.2749)
H (3.6781, 3.1952, 2.5074)
C (0.5787, 5.3617, 0.0875)
N (-0.0012, 4.1798, 0.7153)
C (-1.2315, 4.2064, 1.2903)
C (-1.7945, 3.1158, 1.8512)
C (-1.0278, 1.9089, 1.7987)
O (-1.4231, 0.7818, 2.2252)
N (0.1998, 1.9088, 1.2498)
C (0.7745, 3.0097, 0.6928)
O (1.8689, 3.0200, 0.1574)
H (-0.0985, 6.2001, 0.2291)
H (0.7313, 5.1868, -0.9760)
H (1.5445, 5.5852, 0.5348)
H (-1.7337, 5.1647, 1.2678)
H (-2.7705, 3.1377, 2.3079)
C (3.4604, -1.5684, -2.5236)
C (3.0019, -1.4470, -1.0740)
C (2.5028, -0.0390, -0.7842)
C (1.3528, 0.4002, -1.7029)
C (1.7837, 0.1999, -3.1669)
C (2.3296, -1.1923, -3.4761)
P (-0.2857, -0.2271, -1.0627)
C (-1.4416, 1.1991, -1.3876)
C (-1.3947, 1.9315, -2.7532)
C (-2.5403, 1.6694, -3.7318)
C (-3.8979, 1.6586, -3.0406)
C (-3.9090, 0.6397, -1.9077)
C (-2.8748, 1.0067, -0.8477)
C (-0.8388, -1.7459, -1.9747)
C (-2.0067, -2.4438, -1.2314)
C (-2.7819, -3.3973, -2.1538)
C (-1.8339, -4.0542, -3.1504)
C (-1.2468, -2.9976, -4.1026)
C (-1.2128, -1.6071, -3.4529)
H (3.8098, -2.5819, -2.7290)
H (4.3116, -0.9003, -2.6894)
H (3.8127, -1.7036, -0.3890)
H (2.2008, -2.1725, -0.8961)
H (3.3212, 0.6777, -0.8921)
H (2.1797, 0.0749, 0.2634)
H (1.2302, 1.4760, -1.5436)
H (2.5869, 0.9238, -3.3462)
H (0.9896, 0.4645, -3.8637)
H (2.6825, -1.2165, -4.5091)
H (1.5347, -1.9404, -3.4055)
H (-0.9696, 1.9021, -0.7036)
H (-0.4394, 1.7588, -3.2480)
H (-1.4095, 3.0021, -2.5214)
H (-2.3959, 0.7248, -4.2567)
H (-2.5141, 2.4450, -4.5001)
H (-4.6859, 1.4413, -3.7635)
H (-4.1110, 2.6520, -2.6299)
H (-3.7160, -0.3558, -2.3179)
H (-4.8951, 0.5956, -1.4410)
H (-2.8750, 0.2935, -0.0206)
H (-3.1869, 1.9593, -0.4067)
H (0.0410, -2.3996, -1.9401)
H (-2.6859, -1.7061, -0.8080)
H (-1.6242, -3.0118, -0.3808)
H (-3.5595, -2.8543, -2.6983)
H (-3.2981, -4.1443, -1.5495)
H (-2.3415, -4.8347, -3.7170)
H (-1.0307, -4.5531, -2.5973)
H (-1.8412, -2.9437, -5.0168)
H (-0.2375, -3.2869, -4.4059)
H (-2.2001, -1.1541, -3.5116)
H (-0.5359, -0.9558, -4.0003)

---

No. 3
C38H50CrN6S as an isolated structure. Source: OMol25; level of theory: wB97M-V/def2-TZVPD.

Results
* ΔE to the lowest compared entry with this formula, charge and spin: 2.1 kcal/mol
* ⟨S²⟩: 6.034
* E_tot: -88415.21096 eV
* spin multiplicity: 5
* net charge: 0
* highest occupied orbital energy (alpha / beta): -6.07 / -6.12 eV
* max |F|: 0.0194 Eh/bohr
* gap between HOMO and LUMO (alpha / beta): 5.642 / 5.496 eV

CARTESIAN COORDINATES (ANGSTROEM)
Cr (0.6345, -0.1832, 0.0026)
C (-4.9267, -2.7683, 1.7831)
C (-3.9262, -3.5631, 0.9397)
C (-2.5330, -3.0288, 1.0560)
C (-1.5219, -3.4273, 1.9069)
C (-1.5628, -4.5262, 2.9229)
C (-1.7732, -4.0060, 4.3478)
C (-0.4222, -2.5560, 1.6544)
N (-0.7719, -1.6117, 0.7047)
C (-2.0412, -1.9014, 0.3493)
C (-2.7889, -1.1978, -0.6913)
C (-2.8613, 0.1325, -0.8438)
C (-3.1499, 0.8602, -2.1056)
C (-4.5029, 0.6907, -2.7590)
C (-4.5078, -0.3942, -3.8411)
C (-2.1540, 1.6198, -2.6219)
C (-0.8031, 1.5061, -2.0017)
C (0.3866, 1.8463, -2.6977)
C (1.6542, 1.6205, -2.1863)
N (1.9580, 0.8496, -1.1094)
C (3.3228, 0.8924, -0.9332)
C (4.0107, 0.1994, 0.0168)
C (3.4581, -0.7335, 0.9443)
N (2.1561, -1.0494, 1.0137)
C (2.0256, -2.0473, 1.9587)
C (0.8444, -2.7062, 2.2268)
C (3.3156, -2.3317, 2.5246)
C (4.2117, -1.5095, 1.8939)
C (5.6968, -1.4496, 2.0768)
C (6.4529, -2.2500, 1.0131)
C (3.5884, -3.3142, 3.6200)
C (3.2815, -2.7390, 5.0052)
C (3.9090, 1.7630, -1.9594)
C (2.8951, 2.1831, -2.7438)
C (2.9437, 3.1203, -3.9074)
C (2.6132, 4.5612, -3.5076)
C (5.3609, 2.1067, -2.0444)
C (5.7711, 3.1654, -1.0165)
N (-0.7037, 0.9796, -0.7991)
C (-2.3478, 2.4810, -3.8426)
C (-2.6176, 3.9375, -3.4588)
H (-5.9367, -3.1729, 1.6915)
H (-4.9428, -1.7223, 1.4707)
H (-4.6430, -2.7921, 2.8367)
H (-4.2426, -3.5358, -0.1077)
H (-3.9478, -4.6147, 1.2353)
H (-0.6408, -5.1127, 2.8816)
H (-2.3689, -5.2185, 2.6702)
H (-0.9872, -3.3011, 4.6235)
H (-1.7716, -4.8224, 5.0722)
H (-2.7258, -3.4801, 4.4276)
H (-3.2426, -1.8297, -1.4525)
H (-4.8278, 1.6368, -3.1979)
H (-5.2377, 0.4292, -1.9930)
H (-3.7708, -0.1713, -4.6133)
H (-5.4892, -0.4697, -4.3115)
H (-4.2600, -1.3687, -3.4213)
H (0.3236, 2.3587, -3.6456)
H (5.0855, 0.3276, 0.0439)
H (0.9187, -3.5041, 2.9588)
H (5.9560, -1.8280, 3.0682)
H (6.0297, -0.4080, 2.0580)
H (6.1686, -3.3027, 1.0539)
H (7.5326, -2.1805, 1.1560)
H (6.2160, -1.8874, 0.0116)
H (4.6344, -3.6252, 3.5768)
H (2.9980, -4.2202, 3.4614)
H (3.9006, -1.8624, 5.2020)
H (3.4687, -3.4744, 5.7892)
H (2.2384, -2.4256, 5.0703)
H (2.2408, 2.7864, -4.6751)
H (3.9341, 3.0843, -4.3659)
H (1.6106, 4.6229, -3.0818)
H (2.6633, 5.2301, -4.3681)
H (3.3148, 4.9206, -2.7535)
H (5.5918, 2.4657, -3.0493)
H (5.9585, 1.2033, -1.8957)
H (5.2294, 4.0969, -1.1869)
H (6.8397, 3.3763, -1.0762)
H (5.5432, 2.8328, -0.0032)
H (-3.1665, 2.0996, -4.4526)
H (-1.4636, 2.4322, -4.4782)
H (-3.5352, 4.0152, -2.8713)
H (-2.7228, 4.5709, -4.3409)
H (-1.8025, 4.3312, -2.8489)
C (-5.8009, 3.4141, 0.9487)
N (-5.0753, 2.1725, 0.7081)
C (-4.0568, 1.6534, 1.3953)
N (-3.8378, 2.1059, 2.6293)
S (-2.0913, 1.1967, 0.3208)
H (-5.6266, 4.1132, 0.1298)
H (-5.4645, 3.8959, 1.8631)
H (-6.8723, 3.2343, 1.0400)
H (-5.1258, 1.8373, -0.2408)
H (-4.2601, 2.9282, 3.0368)
H (-3.0344, 1.7376, 3.1094)

---

No. 4
A 9-piece molecular cluster, C38H50F16O23 overall at a distorted geometry. Source: OMol25; level of theory: wB97M-V/def2-TZVPD.

Results
* ΔE to the lowest compared entry with this formula, charge and spin: 0.0 kcal/mol
* E_tot: -130792.02323 eV
* net charge: 0
* highest occupied orbital energy: -9.96 eV
* max |F|: 0.0337 Eh/bohr
* gap between HOMO and LUMO: 9.880 eV

CARTESIAN COORDINATES (ANGSTROEM)
C (4.8007, 19.7278, 16.9807)
C (4.4935, 21.0766, 17.6002)
C (4.2514, 22.2170, 16.6026)
O (2.9443, 22.7062, 16.9438)
C (2.3611, 21.8839, 17.8427)
O (1.2206, 21.9294, 18.1597)
O (3.2721, 21.0220, 18.3590)
H (5.2650, 19.0505, 17.6960)
H (5.5739, 19.8693, 16.2147)
H (3.9391, 19.2746, 16.4925)
H (5.2820, 21.3086, 18.3182)
H (4.1589, 21.8451, 15.5823)
H (4.9908, 23.0060, 16.6878)
C (5.2996, 11.4378, 7.6066)
C (5.4679, 12.7005, 8.3991)
C (6.5220, 13.6850, 7.8575)
O (5.8341, 14.9192, 7.7293)
C (4.5037, 14.7367, 7.9598)
O (3.6968, 15.5949, 7.8453)
O (4.2508, 13.4625, 8.2964)
H (5.2256, 11.6469, 6.5381)
H (4.3789, 10.9402, 7.9079)
H (6.1436, 10.7590, 7.7415)
H (5.6588, 12.5129, 9.4555)
H (6.9101, 13.4092, 6.8723)
H (7.3828, 13.7292, 8.5245)
C (11.6053, 27.1552, 11.1287)
C (10.4931, 27.0393, 12.1409)
C (9.0728, 27.1080, 11.5436)
O (8.3975, 25.9955, 12.1225)
C (9.2870, 25.1711, 12.7222)
O (9.0005, 24.1292, 13.2074)
O (10.5195, 25.7033, 12.6946)
H (12.5280, 27.5822, 11.5215)
H (11.3129, 27.7001, 10.2290)
H (11.9157, 26.1726, 10.7638)
H (10.5947, 27.7717, 12.9399)
H (9.0565, 27.0482, 10.4563)
H (8.5781, 28.0252, 11.8611)
C (5.8529, 28.4162, 13.4533)
C (6.0286, 27.0646, 14.0910)
C (5.6873, 26.9600, 15.5908)
O (4.6671, 25.9523, 15.6427)
C (4.3694, 25.5186, 14.4014)
O (3.5484, 24.6944, 14.1569)
O (5.1397, 26.1213, 13.4704)
H (4.9216, 28.8943, 13.7685)
H (5.8142, 28.3477, 12.3668)
H (6.6661, 29.0928, 13.7277)
H (7.0391, 26.6907, 13.9425)
H (5.2336, 27.8722, 15.9784)
H (6.5492, 26.6641, 16.1808)
C (6.6186, 17.2941, 15.2150)
C (6.7974, 16.0101, 14.4372)
C (5.6172, 15.0412, 14.6374)
O (5.1650, 14.7865, 13.3010)
C (5.8968, 15.4699, 12.4120)
O (5.7642, 15.4048, 11.2364)
O (6.8419, 16.2230, 13.0310)
H (5.7296, 17.8055, 14.8468)
H (7.4775, 17.9521, 15.0599)
H (6.5770, 17.1185, 16.2891)
H (7.7071, 15.5031, 14.7628)
H (4.7906, 15.4286, 15.2293)
H (5.9533, 14.0989, 15.0691)
C (2.6281, 19.6906, 6.7417)
C (1.6863, 20.4297, 5.7969)
C (2.0231, 21.9212, 5.5664)
O (2.0187, 22.0716, 4.1506)
C (1.8040, 20.8851, 3.5538)
O (1.7258, 20.7030, 2.3838)
O (1.7062, 19.8949, 4.4719)
H (2.9268, 18.7796, 6.2254)
H (2.1414, 19.4502, 7.6799)
H (3.5279, 20.2804, 6.9076)
H (0.6705, 20.4043, 6.1973)
H (3.0132, 22.1946, 5.9339)
H (1.2884, 22.5503, 6.0640)
C (1.3857, 21.5781, 13.3611)
C (0.7484, 22.3482, 12.2516)
C (1.4974, 23.6050, 11.7740)
O (1.6188, 23.4344, 10.3698)
C (1.1531, 22.2239, 9.9898)
O (1.1697, 21.8472, 8.8629)
O (0.7033, 21.5377, 11.0488)
H (2.3953, 21.2527, 13.0988)
H (0.8029, 20.6947, 13.6149)
H (1.4753, 22.2194, 14.2428)
H (-0.2982, 22.5800, 12.4600)
H (2.4985, 23.5854, 12.2098)
H (1.0187, 24.5273, 12.0884)
C (4.8739, 15.2052, 3.8741)
C (4.3976, 16.6111, 4.1429)
C (5.5165, 17.4233, 4.7901)
F (6.6618, 17.3818, 4.0668)
F (5.1167, 18.6922, 4.9725)
F (4.0474, 17.2288, 2.9654)
F (3.3061, 16.5989, 4.9088)
O (3.7532, 14.4113, 3.5137)
C (4.0442, 13.1651, 3.1020)
C (2.7058, 12.4426, 2.9930)
F (2.8512, 11.2368, 2.4146)
F (2.2017, 12.2762, 4.2386)
F (4.6409, 13.1722, 1.8904)
F (4.8967, 12.5470, 3.9629)
H (5.2862, 14.8114, 4.8107)
H (5.6533, 15.1624, 3.1144)
H (5.7592, 16.9680, 5.7580)
H (2.0113, 13.0725, 2.4342)
C (5.2592, 20.6040, 11.7014)
C (6.4688, 21.5012, 11.9207)
C (6.0364, 22.8992, 12.4141)
F (4.8591, 23.2789, 11.8243)
F (5.8610, 22.9157, 13.7535)
F (7.2318, 20.9534, 12.9163)
F (7.2326, 21.6529, 10.8336)
O (5.6223, 19.4482, 10.9665)
C (5.0375, 19.3310, 9.7392)
C (5.7743, 18.2277, 8.9872)
F (5.2489, 18.0791, 7.7580)
F (7.0876, 18.5265, 8.8678)
F (3.7378, 18.9557, 9.8946)
F (5.0139, 20.5018, 9.0710)
H (4.4863, 21.1604, 11.1773)
H (4.9062, 20.3207, 12.6929)
H (6.7166, 23.7026, 12.1279)
H (5.6720, 17.2932, 9.5456)

---

- What is the formula in the fourth record?
  C38H50F16O23